18
Properties=species:S:1:pos:R:3 method="wB97M-V/def2-TZVPD" de_lowest_ev=2.296 e_tot_ev=-9909.9463
C -0.797 -0.521 -1.017
C 0.360 0.634 -1.164
N 1.009 0.743 0.175
C 1.923 1.862 0.308
C 0.510 0.055 1.253
O 0.829 0.449 2.351
H -1.294 -0.908 -1.845
H -1.723 -0.188 -0.360
H -0.511 -1.469 -0.575
H -0.071 1.661 -1.531
H 1.010 0.329 -1.965
H 2.257 2.196 1.262
H 1.369 2.753 -0.174
H 2.811 1.739 -0.359
H -0.030 -0.797 1.162
O -2.570 -2.644 0.471
H -2.289 -3.493 0.624
H -2.792 -2.401 1.383

---

18
Properties=species:S:1:pos:R:3 method="wB97M-V/def2-TZVPD" de_lowest_ev=1.625 e_tot_ev=-9910.6164
N -0.924 0.317 -1.075
C 0.243 0.280 -0.137
C 1.476 0.388 -1.037
O 1.569 1.605 -1.725
C 0.343 -1.003 0.667
C -0.801 -1.352 1.618
O -1.731 -0.298 1.901
H -1.094 -0.639 -1.406
H -1.782 0.566 -0.600
H 0.169 1.206 0.434
H 2.356 0.190 -0.417
H 1.444 -0.446 -1.744
H 0.741 2.089 -1.572
H 0.491 -1.824 -0.045
H 1.280 -0.965 1.224
H -1.358 -2.203 1.233
H -0.460 -1.665 2.596
H -1.507 0.475 1.375

---

18
Properties=species:S:1:pos:R:3 method="wB97M-V/def2-TZVPD" de_lowest_ev=8.624 e_tot_ev=-9903.6183
C -0.083 2.420 -0.824
N 0.364 1.034 -1.205
C 1.008 0.433 -0.106
C -0.020 0.004 0.874
C 0.868 -1.125 0.068
O 1.700 -1.680 0.795
H 0.220 2.670 0.187
H -1.172 2.398 -0.917
H 0.361 3.164 -1.486
H 0.315 -4.482 1.567
H 1.987 0.806 0.160
H 0.358 -4.635 2.279
H 0.219 0.139 1.924
H -1.098 -0.081 0.622
H 0.399 -1.679 -0.746
H -0.565 0.595 -1.393
H -2.857 -0.209 -0.963
O -2.006 0.229 -0.836

---

18
Properties=species:S:1:pos:R:3 method="wB97M-V/def2-TZVPD" de_lowest_ev=3.987 e_tot_ev=-9908.2553
C -4.655 -0.358 0.467
C 0.779 1.556 0.051
C 1.616 0.338 0.025
C 3.523 -1.132 -0.061
H -3.222 -0.476 -0.664
H -5.821 -0.206 0.471
H -4.376 -1.517 0.447
H -4.067 0.187 1.294
H 1.399 2.452 -0.191
H 0.364 1.831 1.081
H -0.001 1.439 -0.721
H 3.458 1.057 -0.878
H 3.104 -1.893 -0.755
H 4.457 -1.033 -0.736
H 3.570 -1.655 0.816
N 2.964 0.253 0.022
O -4.039 -0.111 -0.798
O 0.945 -0.732 0.131

---

18
Properties=species:S:1:pos:R:3 method="wB97M-V/def2-TZVPD" total_charge=+1 s_squared=0.7567 spin_multiplicity=2 de_lowest_ev=3.134 e_tot_ev=-9899.8621
O -0.917 0.681 1.189
C -1.389 0.018 0.330
C -0.398 -0.645 -0.752
C 1.007 0.059 -0.782
C 1.843 -1.022 -1.497
N -1.200 -0.645 -2.032
H -2.454 -0.425 0.326
H -0.275 -1.683 -0.296
H 1.391 0.168 0.379
H 1.024 0.969 -1.294
H 1.675 -2.179 -1.206
H 2.044 -0.758 -2.528
H 2.929 -0.896 -1.123
H -0.519 -0.437 -2.764
H -2.065 -0.298 -2.204
H 0.962 1.393 2.400
H -0.278 1.695 2.951
O 0.616 1.382 3.284

---

18
Properties=species:S:1:pos:R:3 method="wB97M-V/def2-TZVPD" total_charge=+1 s_squared=0.7544 spin_multiplicity=2 de_lowest_ev=0.997 e_tot_ev=-9901.9987
C -0.316 -0.363 0.255
C 0.084 0.798 1.171
C -1.102 1.194 2.013
O 0.504 1.929 0.388
N 0.793 -0.807 -0.520
C 0.623 -1.453 -1.838
O 0.156 -0.532 -2.746
H -0.580 -1.184 0.941
H -1.090 -0.033 -0.437
H 0.941 0.626 1.829
H -1.419 0.363 2.655
H -0.808 1.956 2.718
H -1.969 1.503 1.438
H 0.309 1.753 -0.538
H 1.558 -1.299 -0.040
H -0.081 -2.265 -1.789
H 1.594 -1.893 -2.076
H 0.802 -0.293 -3.423

---

18
Properties=species:S:1:pos:R:3 method="wB97M-V/def2-TZVPD" total_charge=+1 s_squared=0.7545 spin_multiplicity=2 de_lowest_ev=1.317 e_tot_ev=-9901.6790
C 0.683 -0.184 -0.102
C 0.192 0.851 -1.150
C 1.154 2.042 -1.097
O 1.528 2.438 0.191
N -0.198 -1.340 -0.139
C -1.230 -1.376 0.940
O -1.888 -2.555 1.040
H 0.679 0.355 0.847
H 1.670 -0.550 -0.375
H 0.146 0.379 -2.129
H -0.852 1.174 -1.071
H 0.727 2.891 -1.628
H 2.047 1.739 -1.632
H 0.752 2.808 0.630
H 0.400 -2.169 -0.012
H -1.954 -0.606 0.663
H -0.617 -1.177 1.830
H -2.847 -2.447 1.122

---

18
Properties=species:S:1:pos:R:3 method="wB97M-V/def2-TZVPD" total_charge=+1 s_squared=0.7542 spin_multiplicity=2 de_lowest_ev=0.000 e_tot_ev=-9902.9958
C 0.947 0.978 2.619
C 0.289 1.443 1.382
O -0.777 2.215 1.623
O 0.689 1.311 0.235
H 1.295 1.897 3.103
H 1.832 0.405 2.400
H 0.361 0.456 3.366
C -0.217 -0.765 -1.969
C -1.359 -1.681 -1.531
N 0.963 -0.984 -1.232
H -0.157 -0.950 -3.038
H -0.490 0.300 -1.832
H -1.548 -1.669 -0.452
H -1.001 -2.704 -1.676
H 1.686 -0.283 -1.450
H 0.861 -0.917 -0.209
H -1.131 2.463 0.753
H -2.243 -1.518 -2.091

---

19
Properties=species:S:1:pos:R:3 method="wB97M-V/def2-TZVPD" total_charge=-1 de_lowest_ev=5.135 e_tot_ev=-19197.7491
C 0.447 -0.420 -1.625
C 1.063 -2.140 0.090
C -1.278 2.279 0.243
C 0.964 -0.659 -0.250
N -0.181 1.655 0.953
O 0.359 -0.423 2.434
O -2.599 -0.733 0.541
P -0.255 -0.030 1.092
H 1.287 -0.521 -2.403
H -0.233 -1.180 -1.914
H 0.078 0.529 -1.840
H 1.648 -2.320 1.129
H 1.382 -2.867 -0.775
H 0.033 -2.486 0.475
H -1.223 1.857 -0.857
H -2.322 2.041 0.650
H -1.198 3.343 0.344
H 1.930 -0.144 -0.039
H 0.099 2.220 1.751

---

19
Properties=species:S:1:pos:R:3 method="wB97M-V/def2-TZVPD" total_charge=-1 s_squared=0.7506 spin_multiplicity=2 de_lowest_ev=1.410 e_tot_ev=-20744.6673
O -1.668 0.697 -2.714
C -1.460 -0.476 -2.401
N -0.587 -0.739 -1.369
C -0.089 0.351 -0.514
C -0.492 0.218 1.017
S -2.275 0.827 1.486
C 1.380 0.636 -0.547
H -1.567 -1.296 -3.248
H -0.139 -1.698 -1.266
H -0.647 1.148 -0.833
H -0.563 -0.865 1.424
H 0.098 0.852 1.664
H -2.491 1.512 0.425
H 1.821 0.447 -1.476
H 1.832 0.136 0.260
H 1.614 1.754 -0.383
H 1.511 -0.740 3.370
H 1.569 -1.556 2.251
O 2.154 -1.208 2.853

---

What did the tenth record say?
19
Properties=species:S:1:pos:R:3 method="wB97M-V/def2-TZVPD" total_charge=-1 s_squared=0.7506 spin_multiplicity=2 de_lowest_ev=1.410 e_tot_ev=-20744.6673
O -1.668 0.697 -2.714
C -1.460 -0.476 -2.401
N -0.587 -0.739 -1.369
C -0.089 0.351 -0.514
C -0.492 0.218 1.017
S -2.275 0.827 1.486
C 1.380 0.636 -0.547
H -1.567 -1.296 -3.248
H -0.139 -1.698 -1.266
H -0.647 1.148 -0.833
H -0.563 -0.865 1.424
H 0.098 0.852 1.664
H -2.491 1.512 0.425
H 1.821 0.447 -1.476
H 1.832 0.136 0.260
H 1.614 1.754 -0.383
H 1.511 -0.740 3.370
H 1.569 -1.556 2.251
O 2.154 -1.208 2.853